No. 1
Computed, not measured: 9 unconnected molecules or ions with the total composition C42H64F24NO18P in a non-equilibrium geometry, with the ωB97M-V functional and the def2-TZVPD basis.

Frontier orbital gap (Ha): 0.2933
HOMO level (Ha): -0.2839
Structure (SMILES): CCOC(=O)C(F)(F)F.CCOC(=O)C(F)(F)F.CCOC(=O)C(F)(F)F.CCOC(=O)C(F)(F)F.CCOC(=O)C(F)(F)F.CCOC(=O)C(F)(F)F.CCOC(=O)C(F)(F)F.CCOC(=O)C(F)(F)F.CCOP(N)CCCCCCCOC
Lowest unoccupied orbital energy (eV): 0.255

Each line ends with the Löwdin charge.
Geometry (Å):
C -6.030 1.300 5.336  -0.167
C -5.364 0.230 4.461  -0.279
O -4.458 0.769 3.416  -0.358
P -3.959 2.315 3.819  0.865
N -5.037 3.288 2.860  -0.174
C -2.357 2.708 3.004  -0.358
C -1.166 2.494 3.962  -0.276
C 0.151 2.040 3.321  -0.202
C 0.516 2.866 2.071  -0.218
C 1.155 2.046 0.945  -0.204
C 2.043 2.876 0.014  -0.181
C 1.426 4.173 -0.496  -0.226
O 0.584 3.996 -1.632  -0.175
C 1.335 3.884 -2.810  -0.135
H -6.550 2.056 4.757  0.056
H -6.816 0.787 5.898  0.065
H -5.376 1.736 6.078  0.049
H -4.854 -0.482 5.109  0.099
H -6.171 -0.309 3.969  0.089
H -5.818 2.724 2.548  0.025
H -5.396 4.044 3.430  0.021
H -2.207 2.185 2.054  0.087
H -2.440 3.768 2.763  0.071
H -1.001 3.383 4.572  0.104
H -1.487 1.723 4.671  0.082
H 0.943 2.218 4.052  0.105
H 0.169 0.964 3.142  0.108
H 1.267 3.616 2.334  0.114
H -0.348 3.394 1.673  0.091
H 1.797 1.297 1.415  0.104
H 0.398 1.508 0.372  0.118
H 2.989 3.135 0.495  0.115
H 2.304 2.249 -0.841  0.094
H 2.241 4.849 -0.786  0.117
H 0.842 4.698 0.256  0.114
H 0.660 3.568 -3.605  0.080
H 2.122 3.125 -2.752  0.079
H 1.808 4.826 -3.114  0.090
C -5.109 -5.743 8.742  -0.049
C -4.338 -4.442 8.743  -0.180
O -4.997 -3.423 7.960  0.036
C -6.050 -2.847 8.518  -0.401
O -6.505 -3.075 9.601  0.174
C -6.614 -1.778 7.567  -0.540
F -6.774 -2.260 6.326  0.162
F -5.782 -0.729 7.493  0.155
F -7.797 -1.337 7.983  0.175
H -5.286 -6.082 7.721  0.092
H -4.557 -6.503 9.281  0.047
H -6.083 -5.627 9.216  0.085
H -3.366 -4.584 8.275  0.126
H -4.162 -4.076 9.754  0.130
C 0.571 5.075 -6.986  -0.055
C 0.989 3.628 -7.128  -0.187
O 1.783 3.416 -8.315  0.043
C 3.041 3.815 -8.251  -0.399
O 3.587 4.320 -7.311  0.151
C 3.755 3.498 -9.577  -0.542
F 3.046 3.921 -10.627  0.177
F 3.931 2.175 -9.710  0.163
F 4.951 4.079 -9.621  0.163
H 0.042 5.406 -7.880  0.085
H -0.081 5.196 -6.122  0.083
H 1.434 5.727 -6.859  0.076
H 0.110 2.999 -7.243  0.128
H 1.533 3.275 -6.252  0.118
C 6.616 6.013 -8.140  -0.065
C 7.141 7.139 -7.278  -0.183
O 8.478 7.531 -7.657  0.036
C 8.580 8.266 -8.753  -0.402
O 7.682 8.642 -9.450  0.169
C 10.057 8.618 -9.006  -0.549
F 10.834 7.531 -8.931  0.166
F 10.487 9.499 -8.092  0.166
F 10.215 9.159 -10.210  0.174
H 7.300 5.163 -8.111  0.086
H 5.638 5.692 -7.789  0.058
H 6.524 6.320 -9.181  0.079
H 7.218 6.813 -6.244  0.126
H 6.484 8.008 -7.301  0.127
C 7.140 1.196 -0.547  -0.063
C 6.689 0.392 0.653  -0.190
O 5.358 -0.136 0.489  0.029
C 5.243 -1.208 -0.283  -0.399
O 6.128 -1.788 -0.841  0.176
C 3.770 -1.652 -0.323  -0.553
F 2.973 -0.617 -0.609  0.161
F 3.399 -2.155 0.865  0.165
F 3.576 -2.586 -1.239  0.182
H 6.425 1.994 -0.754  0.084
H 8.118 1.637 -0.357  0.088
H 7.211 0.584 -1.444  0.065
H 6.637 1.038 1.527  0.124
H 7.377 -0.420 0.885  0.128
C 0.394 -10.073 9.294  -0.060
C -0.665 -9.765 8.259  -0.190
O -1.995 -9.830 8.816  0.038
C -2.363 -8.803 9.563  -0.402
O -1.715 -7.828 9.816  0.166
C -3.804 -9.011 10.057  -0.550
F -3.976 -10.227 10.589  0.170
F -4.682 -8.882 9.051  0.159
F -4.137 -8.122 10.991  0.166
H 0.204 -11.044 9.753  0.085
H 1.380 -10.086 8.832  0.084
H 0.398 -9.331 10.091  0.076
H -0.646 -10.512 7.470  0.125
H -0.507 -8.792 7.794  0.127
C 5.112 1.047 -6.480  -0.052
C 6.415 1.630 -6.979  -0.184
O 7.295 1.983 -5.891  0.035
C 7.930 0.981 -5.297  -0.398
O 7.859 -0.180 -5.574  0.176
C 8.836 1.543 -4.187  -0.546
F 8.161 2.393 -3.401  0.157
F 9.871 2.206 -4.720  0.169
F 9.325 0.574 -3.421  0.172
H 4.630 1.737 -5.786  0.082
H 4.439 0.856 -7.316  0.077
H 5.273 0.110 -5.949  0.079
H 6.229 2.560 -7.512  0.108
H 6.928 0.956 -7.664  0.132
C -3.276 -4.005 0.257  -0.057
C -3.477 -3.292 -1.062  -0.196
O -2.680 -3.897 -2.109  0.040
C -3.199 -5.050 -2.538  -0.394
O -4.209 -5.559 -2.146  0.167
C -2.350 -5.667 -3.659  -0.552
F -1.060 -5.711 -3.334  0.172
F -2.473 -4.950 -4.788  0.163
F -2.750 -6.910 -3.919  0.172
H -2.222 -4.031 0.536  0.087
H -3.834 -3.512 1.046  0.065
H -3.614 -5.037 0.192  0.080
H -3.145 -2.258 -0.983  0.128
H -4.521 -3.276 -1.365  0.110
C -10.954 -1.477 1.293  -0.060
C -10.118 -1.042 0.108  -0.192
O -8.709 -1.047 0.416  0.033
C -8.125 -2.236 0.449  -0.399
O -8.643 -3.294 0.244  0.175
C -6.629 -2.069 0.766  -0.531
F -6.489 -1.293 1.850  0.163
F -5.980 -1.547 -0.285  0.170
F -6.067 -3.241 1.036  0.167
H -10.736 -0.852 2.160  0.084
H -12.014 -1.397 1.056  0.084
H -10.740 -2.507 1.571  0.076
H -10.352 -0.014 -0.158  0.124
H -10.306 -1.660 -0.769  0.127


No. 2
Computed, not measured: a molecular structure, C42H65AsAuNO3Si4, with the ωB97M-V functional and the def2-TZVPD basis.

Relative energy (zero: lowest compared OMol25 entry of this formula, charge and spin) (kJ/mol): 0.0
Frontier orbital gap (Ha): 0.2508
HOMO level (Ha): -0.2440
Lowest unoccupied orbital energy (eV): 0.183

Each line ends with the Löwdin charge.
Geometry (Å):
Au 0.628 0.021 -0.323  0.625
C -0.219 -6.712 -0.454  -0.097
C -0.363 -5.489 -1.097  -0.083
C -0.068 -4.313 -0.425  -0.089
C 0.380 -4.332 0.900  -0.253
C 0.516 -5.569 1.531  -0.092
C 0.221 -6.751 0.861  -0.090
Si 0.659 -2.696 1.785  0.723
C -1.081 -2.118 2.238  -0.268
C -2.122 -3.036 2.387  -0.090
C -3.362 -2.645 2.879  -0.093
C -3.582 -1.320 3.228  -0.108
C -2.565 -0.388 3.076  -0.084
C -1.326 -0.787 2.594  -0.123
C 1.496 -3.020 3.452  -0.232
C 0.922 -2.587 4.650  -0.080
C 1.543 -2.813 5.873  -0.087
C 2.750 -3.491 5.925  -0.097
C 3.335 -3.941 4.749  -0.087
C 2.714 -3.705 3.531  -0.110
H -0.449 -7.632 -0.977  0.097
H -0.704 -5.454 -2.124  0.099
H -0.171 -3.362 -0.938  0.095
H 0.855 -5.612 2.560  0.098
H 0.333 -7.702 1.368  0.099
H -1.959 -4.073 2.118  0.102
H -4.154 -3.375 2.995  0.102
H -4.544 -1.016 3.624  0.100
H -2.729 0.650 3.340  0.094
H -0.542 -0.049 2.483  0.077
H -0.026 -2.064 4.628  0.092
H 1.076 -2.464 6.786  0.099
H 3.233 -3.673 6.877  0.098
H 4.278 -4.473 4.782  0.100
H 3.190 -4.067 2.627  0.090
C -1.752 2.927 -4.049  -0.208
Si -0.136 3.300 -3.181  0.277
C -0.470 4.191 -1.576  -0.213
C 0.903 4.385 -4.305  -0.218
As 0.976 1.333 -2.563  0.813
Si 0.554 -0.293 -4.213  0.269
C -1.191 -0.896 -3.966  -0.215
C 0.773 0.409 -5.937  -0.209
C 1.680 -1.752 -3.927  -0.201
Si 3.291 1.750 -2.620  0.272
C 3.587 2.950 -1.218  -0.229
C 4.193 0.155 -2.251  -0.209
C 3.921 2.470 -4.234  -0.208
H -2.344 3.846 -4.091  0.037
H -2.310 2.176 -3.488  -0.002
H -1.611 2.575 -5.072  0.022
H -1.096 5.075 -1.733  0.042
H 0.446 4.507 -1.073  0.026
H -0.986 3.494 -0.913  0.003
H 0.297 5.217 -4.675  0.032
H 1.275 3.828 -5.167  0.023
H 1.761 4.808 -3.777  0.019
H -1.937 -0.105 -4.054  0.017
H -1.268 -1.304 -2.957  0.005
H -1.421 -1.686 -4.687  0.038
H 0.066 1.220 -6.126  0.014
H 0.600 -0.370 -6.684  0.033
H 1.782 0.797 -6.088  0.011
H 1.527 -2.132 -2.913  0.017
H 2.736 -1.513 -4.033  0.009
H 1.439 -2.541 -4.646  0.038
H 3.098 2.573 -0.318  0.000
H 3.175 3.940 -1.431  0.027
H 4.655 3.061 -1.011  0.038
H 3.631 -0.448 -1.531  0.002
H 5.179 0.378 -1.837  0.039
H 4.342 -0.442 -3.150  0.019
H 3.665 3.524 -4.342  0.012
H 3.517 1.935 -5.096  0.011
H 5.010 2.381 -4.271  0.033
C 3.294 -3.123 -0.280  -0.125
O 2.207 -2.251 -0.492  -0.351
C 1.694 -1.533 0.676  -0.580
C 2.829 -0.860 1.456  -0.167
H 4.230 -2.588 -0.088  0.084
H 3.408 -3.707 -1.194  0.094
H 3.111 -3.819 0.547  0.065
H 3.532 -1.573 1.897  0.057
H 2.410 -0.282 2.284  0.069
H 3.395 -0.173 0.820  0.052
C -2.356 3.805 2.222  -0.011
C -0.994 3.318 1.789  -0.392
O -0.828 2.168 1.417  0.023
C 0.147 4.278 1.851  -0.174
C 1.440 3.785 1.690  -0.027
C 2.525 4.642 1.728  -0.075
C 2.328 6.005 1.916  -0.073
C 1.044 6.505 2.074  -0.075
C -0.042 5.643 2.050  -0.034
H -3.069 2.991 2.144  0.064
H -2.691 4.645 1.612  0.086
H -2.310 4.145 3.259  0.096
H 1.561 2.721 1.522  0.104
H 3.526 4.253 1.603  0.104
H 3.177 6.676 1.940  0.104
H 0.888 7.566 2.216  0.104
H -1.039 6.045 2.174  0.106
C -5.149 0.193 0.300  -0.052
N -3.869 0.021 -0.362  -0.123
C -3.259 -1.302 -0.411  -0.020
C -3.201 1.039 -0.948  -0.500
C -3.886 2.384 -0.958  0.015
O -2.107 0.859 -1.478  -0.062
H -5.311 -0.652 0.963  0.075
H -5.979 0.246 -0.410  0.092
H -5.160 1.092 0.916  0.081
H -3.983 -2.036 -0.065  0.090
H -2.369 -1.347 0.219  0.065
H -2.970 -1.536 -1.434  0.079
H -4.883 2.305 -1.397  0.091
H -3.288 3.073 -1.545  0.064
H -3.999 2.779 0.051  0.063


No. 3
Computed, not measured: 11 unconnected molecules or ions with the total composition C42H66Br2N6O4 in a non-equilibrium geometry, with the ωB97M-V functional and the def2-TZVPD basis.

Frontier orbital gap (Ha): 0.2980
HOMO level (Ha): -0.2854
Structure (SMILES): c1cc[nH]c1.c1cc[nH]c1.c1cc[nH]c1.c1cc[nH]c1.c1cc[nH]c1.c1cc[nH]c1.C1CCOC1.C1CCOC1.C1CCOC1.C1CCOC1.BrCCBr
Lowest unoccupied orbital energy (eV): 0.343

Each line ends with the Löwdin charge.
Geometry (Å):
C -3.765 1.245 4.230  -0.159
C -3.855 0.657 2.833  -0.175
C -3.471 -0.767 3.025  -0.201
O -4.010 -1.039 4.316  -0.140
C -4.352 0.069 5.058  -0.221
H -4.216 2.230 4.344  0.106
H -2.781 1.576 4.564  0.105
H -3.211 1.249 2.182  0.107
H -4.898 0.658 2.518  0.126
H -2.424 -1.067 2.984  0.098
H -4.071 -1.337 2.315  0.096
H -4.011 0.153 6.090  0.113
H -5.439 0.051 5.127  0.115
C 1.303 -1.839 -4.625  -0.186
C 0.563 -1.130 -5.788  -0.139
C 0.961 -2.074 -6.990  -0.159
O 1.010 -3.395 -6.376  -0.166
C 1.277 -3.351 -4.918  -0.155
H 0.952 -1.661 -3.609  0.071
H 2.318 -1.508 -4.403  0.102
H 0.907 -0.106 -5.937  0.108
H -0.491 -1.156 -5.513  0.082
H 1.996 -1.902 -7.283  0.112
H 0.252 -1.935 -7.806  0.113
H 2.183 -3.816 -4.530  0.106
H 0.532 -3.907 -4.349  0.105
C 3.248 -2.793 2.123  -0.121
C 3.033 -3.987 3.048  -0.176
C 2.562 -5.127 2.192  -0.242
O 1.823 -4.550 1.169  -0.234
C 2.447 -3.317 0.840  -0.156
H 4.307 -2.786 1.865  0.102
H 2.899 -1.872 2.591  0.099
H 2.331 -3.764 3.852  0.108
H 3.978 -4.157 3.564  0.112
H 2.006 -5.969 2.604  0.123
H 3.430 -5.661 1.805  0.121
H 1.632 -2.694 0.473  0.097
H 3.097 -3.367 -0.033  0.111
C 2.415 5.731 2.653  -0.178
C 1.556 4.579 2.205  -0.153
C 2.143 3.367 3.001  -0.208
O 3.431 3.746 3.352  -0.154
C 3.731 5.066 2.966  -0.197
H 2.011 6.066 3.608  0.114
H 2.499 6.588 1.985  0.119
H 1.764 4.447 1.143  0.092
H 0.506 4.773 2.423  0.114
H 1.878 2.498 2.399  0.105
H 1.510 3.260 3.882  0.113
H 4.201 4.870 2.002  0.111
H 4.353 5.612 3.675  0.131
Br -4.499 -3.078 -0.396  0.567
C -2.577 -3.647 -0.101  -0.622
C -2.605 -5.146 -0.321  -0.658
Br -0.742 -5.866 -0.198  0.659
H -2.383 -3.299 0.914  0.035
H -1.849 -3.225 -0.794  0.044
H -2.941 -5.429 -1.319  0.046
H -3.244 -5.562 0.458  0.056
N 0.328 4.512 -1.475  0.033
C 1.243 5.536 -1.466  -0.137
C 2.528 5.033 -1.772  -0.111
C 2.294 3.726 -2.133  -0.149
C 0.960 3.421 -1.979  -0.142
H -0.612 4.619 -1.121  0.117
H 0.936 6.449 -0.979  0.101
H 3.443 5.585 -1.929  0.092
H 3.039 3.008 -2.441  0.080
H 0.433 2.525 -2.273  0.091
N -4.179 -0.256 -4.475  0.007
C -3.040 -0.528 -3.811  -0.119
C -2.168 0.376 -4.301  -0.210
C -2.764 1.214 -5.210  -0.113
C -4.087 0.808 -5.339  -0.093
H -5.093 -0.640 -4.281  0.152
H -2.924 -1.370 -3.144  0.111
H -1.128 0.394 -4.011  0.084
H -2.271 2.002 -5.761  0.104
H -4.792 0.944 -6.145  0.112
N 1.322 0.019 0.055  0.034
C 0.182 -0.141 0.836  -0.095
C -0.853 -0.357 -0.111  -0.139
C -0.287 -0.517 -1.337  -0.149
C 1.037 -0.139 -1.284  -0.123
H 2.216 0.349 0.390  0.104
H 0.143 -0.099 1.914  0.099
H -1.887 -0.405 0.197  0.092
H -0.885 -0.629 -2.229  0.061
H 1.762 0.134 -2.037  0.111
N -0.364 -4.571 3.063  0.002
C -0.870 -5.541 3.827  -0.141
C -1.628 -4.941 4.835  -0.110
C -1.605 -3.579 4.615  -0.106
C -0.836 -3.382 3.469  -0.153
H 0.246 -4.694 2.268  0.062
H -0.682 -6.547 3.482  0.107
H -2.248 -5.433 5.570  0.091
H -2.234 -2.873 5.138  0.089
H -0.616 -2.477 2.922  0.088
N 4.653 1.869 1.320  0.039
C 4.757 2.250 0.029  -0.178
C 4.761 1.231 -0.857  -0.114
C 4.688 0.090 -0.021  -0.127
C 4.702 0.492 1.344  -0.111
H 4.616 2.497 2.110  0.121
H 4.741 3.297 -0.238  0.106
H 4.773 1.225 -1.937  0.099
H 4.793 -0.900 -0.438  0.087
H 4.713 0.020 2.316  0.101
N -2.863 2.728 -2.086  0.073
C -2.375 2.949 -0.779  -0.157
C -3.067 3.970 -0.081  -0.124
C -3.978 4.458 -0.991  -0.127
C -3.963 3.587 -2.100  -0.126
H -2.468 2.155 -2.818  0.098
H -1.615 2.220 -0.542  0.082
H -2.806 4.319 0.907  0.092
H -4.734 5.202 -0.790  0.092
H -4.596 3.602 -2.975  0.095